Entry 1:
{
  "formula": "C39H55Br2N10O7P2V",
  "method": "wB97M-V/def2-TZVPD",
  "species": ["V", "O", "C", "C", "O", "O", "C", "C", "C", "C", "C", "C", "C", "C", "C", "C", "C", "C", "H", "H", "H", "H", "H", "H", "H", "H", "H", "H", "H", "C", "N", "C", "P", "O", "O", "P", "O", "N", "C", "C", "N", "C", "C", "N", "C", "C", "H", "H", "H", "H", "H", "H", "H", "H", "H", "H", "H", "H", "H", "H", "H", "H", "H", "H", "H", "H", "H", "H", "H", "H", "Br", "C", "C", "C", "N", "C", "C", "C", "C", "C", "Br", "C", "C", "N", "H", "H", "H", "H", "H", "H", "N", "C", "N", "O", "H", "H", "H", "H", "N", "C", "N", "C", "C", "C", "C", "C", "H", "H", "H", "H", "H", "H", "H", "H", "H", "H"],
  "coordinates": [[0.32541, -0.09104, -0.34580], [-0.26470, -1.63534, -1.72787], [-1.60365, -1.46606, -2.30434], [-2.36279, -0.44922, -1.41222], [-3.42529, 0.00537, -1.81673], [-1.78596, -0.18053, -0.29509], [-1.42251, -0.95336, -3.71755], [-0.19165, -0.49306, -4.17422], [-0.05418, -0.02194, -5.47797], [-1.15005, 0.00074, -6.33047], [-2.38407, -0.45594, -5.87313], [-2.51801, -0.93548, -4.57709], [-2.29740, -2.82806, -2.26539], [-3.55487, -3.01932, -1.70263], [-4.10067, -4.29878, -1.63139], [-3.39727, -5.39172, -2.11475], [-2.14092, -5.20499, -2.68450], [-1.59662, -3.93080, -2.75915], [-0.40907, -2.21119, -0.95852], [0.66965, -0.51585, -3.52022], [0.91441, 0.31976, -5.82717], [-1.04397, 0.35889, -7.34875], [-3.24458, -0.45141, -6.53411], [-3.47885, -1.29427, -4.22340], [-4.11803, -2.16983, -1.33435], [-5.08287, -4.43614, -1.19385], [-3.82677, -6.38527, -2.05706], [-1.58899, -6.05198, -3.07662], [-0.61992, -3.78363, -3.21081], [1.57189, -0.84018, 5.78388], [1.57848, -1.04761, 4.33690], [0.25962, -1.44146, 3.82003], [2.45497, -0.04775, 3.38733], [2.54612, -0.48653, 1.98127], [1.67712, 1.37282, 3.52853], [0.74782, 2.15500, 2.47399], [0.11778, 1.32143, 1.41548], [1.74632, 3.33706, 1.93614], [1.46620, 3.84043, 0.58199], [3.17767, 3.33384, 2.26874], [-0.41085, 2.85334, 3.37694], [-1.56760, 2.02825, 3.75030], [-0.04894, 3.84877, 4.38852], [3.87897, 0.23908, 4.11963], [4.11990, 1.25679, 5.13675], [5.08726, -0.41697, 3.60894], [1.22960, -1.75309, 6.27100], [0.89940, -0.02278, 6.07521], [2.57468, -0.62612, 6.14891], [0.01511, -2.44566, 4.16853], [0.24899, -1.44226, 2.73966], [-0.52113, -0.75588, 4.16788], [0.39722, 3.83814, 0.37868], [1.95673, 3.23120, -0.18035], [1.82845, 4.86482, 0.50304], [3.33048, 3.25044, 3.34022], [3.59981, 4.28457, 1.94502], [3.72331, 2.52481, 1.77093], [-1.75022, 1.25818, 3.00568], [-2.45368, 2.65913, 3.82079], [-1.40908, 1.54940, 4.72284], [0.78556, 4.45833, 4.04821], [0.21622, 3.37070, 5.33878], [-0.90114, 4.50620, 4.56212], [3.19487, 1.73625, 5.44924], [4.79420, 2.02906, 4.75703], [4.58554, 0.80824, 6.01690], [4.83390, -1.22032, 2.92282], [5.65690, -0.83681, 4.43950], [5.71855, 0.30077, 3.07947], [5.79916, -0.40816, -4.14431], [4.41086, -0.23421, -2.90891], [3.74588, 0.96101, -2.76492], [2.68423, 1.00464, -1.88235], [2.26377, -0.04178, -1.14870], [2.99897, -1.15917, -1.22705], [4.04517, -1.30515, -2.12161], [2.66536, -2.28221, -0.28969], [3.63853, -3.21074, 0.02072], [3.30564, -4.26000, 0.85600], [4.60055, -5.53790, 1.29696], [2.02983, -4.35992, 1.35438], [1.12755, -3.36329, 1.02087], [1.43225, -2.32759, 0.22483], [4.02215, 1.83959, -3.33013], [2.11708, 1.91360, -1.77385], [4.55981, -2.24971, -2.21204], [4.64835, -3.11474, -0.35099], [1.73497, -5.17881, 1.99540], [0.11664, -3.38368, 1.39686], [-3.30180, -3.14601, 2.80364], [-2.64922, -2.22630, 2.03250], [-3.16820, -0.95974, 2.00697], [-1.62272, -2.51782, 1.41815], [-4.19946, -2.96606, 3.21259], [-2.97065, -4.09226, 2.76626], [-4.13904, -0.83582, 2.24358], [-2.83360, -0.43227, 1.19590], [-0.17180, 1.54863, -1.44667], [-0.89253, 2.22183, -2.05489], [-1.73476, 2.96230, -2.72096], [-1.86680, 2.85239, -4.20340], [-3.29477, 3.22324, -4.60022], [-4.28390, 2.65494, -3.58302], [-4.11877, 3.33221, -2.20994], [-2.69028, 3.84007, -2.00994], [-1.65363, 1.82511, -4.48249], [-1.13297, 3.50227, -4.67835], [-3.47753, 2.81405, -5.59405], [-3.40225, 4.30929, -4.67641], [-4.09534, 1.58667, -3.47578], [-5.30954, 2.77484, -3.93602], [-4.37011, 2.61908, -1.42378], [-4.79112, 4.18654, -2.11333], [-2.41036, 3.87327, -0.95996], [-2.56845, 4.84455, -2.41412]],
  "e_lumo_ha": [-0.089, -0.093],
  "molar_mass_g_mol": 1048.6,
  "de_lowest_ev": 1.182,
  "total_charge": 1,
  "homo_ev": [-9.43, -10.80],
  "spin_multiplicity": 4,
  "energy_ha": -9368.3030,
  "s_squared": 3.758
}

---

Entry 2:
{
  "formula": "C39H56AsF6MnN4SSi",
  "method": "wB97M-V/def2-TZVPD",
  "species": ["Mn", "N", "C", "C", "C", "C", "C", "C", "C", "C", "C", "C", "C", "C", "H", "H", "H", "H", "H", "H", "H", "H", "H", "H", "F", "As", "F", "F", "F", "F", "F", "N", "S", "C", "C", "C", "C", "C", "C", "C", "C", "C", "C", "C", "C", "H", "H", "H", "H", "H", "H", "H", "H", "H", "H", "H", "C", "Si", "C", "C", "C", "C", "C", "C", "C", "C", "H", "H", "H", "H", "H", "H", "H", "H", "H", "H", "H", "H", "H", "H", "H", "H", "H", "H", "H", "H", "H", "C", "C", "N", "C", "C", "C", "C", "N", "H", "H", "H", "H", "H", "H", "H", "H", "H", "H", "H", "H", "H", "H"],
  "coordinates": [[13.74609, 13.31034, 10.26917], [14.26028, 13.81531, 12.14220], [14.73524, 12.65350, 12.87936], [14.18437, 12.40587, 14.13063], [14.40268, 11.22426, 14.81717], [15.27915, 10.28806, 14.24385], [15.95696, 10.58154, 13.06264], [15.67172, 11.79430, 12.35224], [16.34084, 12.09836, 11.05613], [17.60125, 11.55770, 10.80577], [18.26469, 11.83583, 9.62899], [17.62033, 12.57932, 8.65780], [16.39196, 13.15489, 8.90418], [15.70213, 12.92437, 10.09269], [13.50263, 14.27486, 12.64484], [14.97549, 14.54221, 12.03383], [13.46175, 13.09227, 14.54386], [13.92184, 10.96321, 15.76880], [15.39168, 9.27895, 14.68002], [16.69645, 9.88855, 12.69397], [18.07248, 11.03728, 11.56856], [19.26083, 11.44748, 9.46242], [18.16443, 12.87747, 7.76760], [15.93335, 13.74523, 8.10189], [13.57244, 12.55181, 8.14574], [13.21542, 11.43335, 6.74436], [14.81102, 11.77738, 6.27058], [12.56098, 12.70358, 5.80860], [11.80601, 10.99512, 7.65873], [12.84519, 10.22579, 5.58140], [14.09382, 10.00870, 7.74906], [13.79640, 15.15701, 9.66510], [12.72234, 16.36293, 9.97128], [12.70772, 17.37163, 8.52380], [13.49462, 18.51556, 8.45242], [13.47064, 19.24339, 7.28006], [12.66407, 18.90440, 6.21715], [11.77302, 17.87419, 6.37438], [11.79009, 17.07667, 7.51890], [13.48678, 17.27007, 11.28696], [12.63560, 17.74232, 12.25432], [13.16504, 18.41249, 13.38184], [14.52550, 18.57571, 13.53737], [15.35111, 18.01046, 12.57455], [14.85565, 17.34929, 11.47140], [14.24925, 15.38107, 8.77626], [14.07335, 18.83395, 9.28510], [14.07882, 20.14766, 7.19923], [12.58583, 19.50330, 5.31922], [11.01489, 17.69866, 5.63088], [11.17463, 16.16734, 7.58947], [11.59320, 17.61876, 12.06314], [12.46550, 18.79217, 14.14928], [14.90366, 19.10039, 14.39467], [16.40356, 18.13037, 12.66133], [15.48853, 16.91443, 10.69469], [12.87539, 7.39570, 7.15475], [14.14420, 8.26226, 8.16849], [13.61774, 8.29250, 9.98744], [14.32598, 7.09077, 10.70901], [13.88934, 9.65608, 10.64635], [12.12208, 7.93532, 10.08013], [15.85549, 7.88542, 7.56633], [16.07281, 6.37873, 7.72363], [16.92912, 8.63750, 8.36440], [15.85794, 8.21409, 6.04000], [12.87486, 6.34093, 7.37390], [13.09885, 7.48567, 6.12452], [11.86068, 7.77709, 7.33571], [15.40103, 7.12264, 10.73950], [14.08183, 6.12524, 10.29499], [14.01280, 7.05230, 11.78025], [14.87974, 9.99444, 10.35116], [13.86955, 9.62494, 11.74817], [13.22378, 10.45705, 10.33644], [11.81836, 7.08191, 9.51333], [11.50448, 8.79109, 9.83326], [11.88141, 7.63836, 11.12967], [16.19603, 6.10756, 8.79660], [16.97891, 5.99528, 7.27719], [15.24324, 5.76767, 7.28616], [16.76212, 8.48696, 9.42914], [16.80317, 9.72948, 8.22121], [17.94360, 8.26745, 8.14782], [15.42465, 7.41017, 5.49050], [16.88818, 8.23616, 5.72506], [15.36041, 9.14982, 5.78356], [7.97499, 13.61585, 12.52841], [8.42258, 12.40993, 11.72767], [9.47336, 12.66394, 10.75284], [9.05057, 13.14721, 9.47181], [8.88545, 14.67760, 9.30224], [10.76960, 12.61788, 11.10487], [11.15867, 12.12161, 12.46271], [11.71962, 13.04121, 10.34604], [7.16480, 13.27049, 13.16673], [7.59171, 14.42880, 11.87832], [8.76945, 14.00597, 13.09661], [7.56826, 12.08640, 11.13395], [8.68562, 11.58362, 12.39008], [8.06011, 12.66163, 9.26652], [9.70769, 12.73604, 8.71490], [8.07543, 14.97895, 9.92023], [8.57347, 14.92268, 8.28236], [9.78506, 15.24955, 9.56987], [12.21875, 11.88223, 12.42945], [10.59506, 11.24034, 12.74655], [10.94683, 12.83589, 13.19677], [11.38486, 13.35829, 9.43891]],
  "e_lumo_ha": [-0.213, -0.187],
  "molar_mass_g_mol": 884.9,
  "de_lowest_ev": 0.000,
  "total_charge": 2,
  "homo_ev": [-13.20, -13.22],
  "spin_multiplicity": 3,
  "energy_ha": -6411.9784,
  "s_squared": 2.075
}